# 1
C9H24IO4P2ReS as an isolated structure. Source: the OMol25 dataset; level of theory: ωB97M-V with the def2-TZVPD basis set.

The geometry in XYZ format:
```
42
Properties=species:S:1:pos:R:3:forces:R:3:lowdin_spin:R:1
C -0.1389 -0.0378 -4.6074 0.403 0.512 -0.941 0.032
I -0.8622 -0.1210 -2.5077 -0.398 -0.230 -0.619 0.011
H 0.9370 0.0702 -4.6331 0.146 -0.008 0.316 0.001
H -0.6397 0.7962 -5.1237 -0.012 -0.075 0.802 0.001
H -0.4614 -0.9712 -5.0513 -0.145 -0.388 0.436 0.002
Re -0.1043 0.1174 0.3709 1.612 -0.217 3.639 2.020
P 0.1753 2.2329 -0.3860 0.819 5.730 -0.129 0.129
C -1.4124 3.0705 -0.8198 -0.352 -0.721 -0.067 0.065
C 0.7579 3.3050 1.0081 0.043 -0.523 0.208 0.052
H 0.8016 4.3483 0.6593 -0.037 -0.343 0.030 0.009
H 1.5473 3.7104 -1.7248 -0.163 -0.158 0.093 0.001
H 1.7582 2.9650 1.3169 -0.296 0.215 -0.111 0.000
H 2.3339 2.1325 -1.4298 -0.144 0.198 -0.138 0.001
H -2.1420 2.8990 -0.0076 0.274 0.267 -0.320 0.001
H 0.0643 3.2290 1.8614 0.224 0.090 -0.339 0.000
C 1.3848 2.6277 -1.6837 0.119 -0.824 -0.166 0.005
H -1.2210 4.1488 -0.9304 0.044 -0.341 0.040 0.010
H 1.0351 2.2539 -2.6532 0.167 0.222 0.150 0.000
H -1.8107 2.6390 -1.7515 0.079 0.355 0.299 0.002
P 0.1978 -2.1245 -0.0086 0.909 -5.402 0.770 0.123
C -1.3628 -3.0637 -0.2874 -0.571 0.778 -0.255 0.063
C 1.3966 -2.7175 -1.2349 0.154 0.894 -0.477 0.006
H 1.8156 -2.6774 1.7190 -0.135 -0.142 0.027 0.000
H 0.8324 -4.0996 1.2341 -0.054 0.264 -0.095 0.008
H 0.1540 -2.8513 2.3325 0.149 -0.107 -0.151 0.000
C 0.8086 -3.0282 1.4721 0.052 0.576 0.352 0.052
H 2.3580 -2.2175 -1.0549 -0.117 -0.190 -0.074 0.001
H 1.5287 -3.7968 -1.1191 -0.146 0.115 0.121 0.001
H -1.1399 -4.1390 -0.2473 0.122 0.316 -0.013 0.009
H -1.7987 -2.7952 -1.2582 0.039 -0.239 0.200 0.001
H 1.0619 -2.4874 -2.2488 0.132 -0.150 0.058 0.000
H -2.0852 -2.8111 0.5051 0.227 -0.228 -0.185 0.000
C -2.0504 0.0531 0.1499 -7.647 -0.220 -0.874 0.104
O -3.2085 0.0108 -0.0320 5.741 0.205 1.157 0.151
C 1.1380 1.5968 4.0859 0.265 -0.549 -0.049 0.003
S 1.0369 0.1200 3.0512 0.643 -0.155 2.211 0.009
O 1.8856 0.3279 1.8156 -2.045 -0.395 -1.781 0.060
O 1.2731 -1.0993 3.7713 -0.090 1.497 -0.840 0.009
O -0.4258 0.2026 2.5606 -0.136 -0.358 -3.465 0.057
H 1.4498 1.1960 5.0543 -0.051 0.317 0.008 0.000
H 0.1370 2.0471 4.1323 0.347 -0.248 0.058 0.000
H 1.8810 2.2986 3.6851 -0.167 -0.347 0.116 0.000
```
Positions in Å, forces in eV/Å.

The energy above the lowest of the compared OMol25 structures with the same formula, charge and spin is 73.5 kJ/mol. The charge is +3. Its HOMO-LUMO gap (spin up / spin down) is 6.42 / 6.07 eV. The total energy is -2113.95712 Ha. As for the expectation value of S²: 3.780. As for the multiplicity: 4.

# 2
C9H24N5O2S3SbW as an isolated structure. Source: the OMol25 dataset; level of theory: ωB97M-V with the def2-TZVPD basis set.

The geometry in XYZ format:
```
45
Properties=species:S:1:pos:R:3:forces:R:3:lowdin_spin:R:1
W -0.1866 0.1000 1.0257 0.563 0.505 0.705 -0.034
N 0.7941 -1.6988 2.0930 -0.169 -0.079 -0.208 0.000
C 2.2346 -1.8408 1.7747 0.068 -0.075 -0.078 0.000
C 2.2924 -1.9478 0.2724 -0.004 -0.005 0.042 0.000
N 1.6223 -0.7520 -0.3509 0.003 0.152 -0.124 0.000
C 1.0414 -1.1477 -1.6694 -0.064 0.083 -0.056 0.000
C -0.1550 -2.0363 -1.4534 -0.003 0.017 -0.083 0.000
N -1.0055 -1.4091 -0.4044 -0.467 0.567 -0.205 0.002
C 2.6953 0.2849 -0.6089 -0.040 0.012 0.078 0.000
C 2.1598 1.6524 -0.3037 0.023 -0.018 -0.001 0.002
N 1.5763 1.5339 1.0581 -0.040 0.045 -0.027 0.010
H 0.6396 -1.6119 3.0954 0.056 0.006 -0.002 0.004
H 0.3361 -2.5714 1.8250 -0.031 0.005 0.075 0.000
H 2.6638 -2.7278 2.2408 -0.007 0.007 0.014 0.000
H 2.7780 -0.9758 2.1584 -0.034 0.017 0.020 0.000
H 1.7778 -2.8545 -0.0417 -0.008 0.016 0.012 0.000
H 3.3156 -2.0212 -0.0954 -0.008 -0.009 -0.028 0.000
H 1.8037 -1.6438 -2.2743 -0.007 -0.009 -0.002 0.000
H 0.7472 -0.2323 -2.1885 -0.001 -0.006 0.023 0.000
H 0.1115 -3.0466 -1.1511 0.000 0.018 0.029 0.000
H -0.7270 -2.1226 -2.3780 0.014 -0.033 0.011 0.000
H -1.5829 -2.1162 0.0468 -0.094 0.037 -0.037 0.000
H -1.6869 -0.7573 -0.9260 0.355 -0.327 0.016 0.000
H 3.0498 0.1951 -1.6351 0.028 -0.004 0.003 0.000
H 3.5394 0.0775 0.0493 -0.004 -0.024 0.004 0.000
H 1.3744 1.9638 -0.9907 -0.001 0.008 0.011 0.000
H 2.9464 2.4077 -0.3190 0.009 -0.009 -0.018 0.000
H 1.2137 2.4334 1.3731 -0.002 -0.011 -0.006 0.002
H 2.3079 1.2918 1.7285 0.006 0.033 0.005 0.001
N -2.4715 0.3631 -2.2653 -0.003 0.020 0.165 0.000
C -3.3528 1.4793 -1.8464 -0.016 -0.050 -0.099 0.000
C -2.5970 2.6562 -1.2220 -0.079 0.169 0.074 0.000
C -2.0442 2.3295 0.1248 0.004 -0.002 0.129 0.000
O -2.4938 2.5574 1.1963 -0.105 -0.050 -0.016 0.001
O -0.8133 1.5987 0.1002 0.282 -0.595 -0.443 -0.002
H -1.8466 0.7232 -2.9856 0.014 -0.076 0.034 0.000
H -3.0595 -0.3053 -2.7616 0.020 -0.014 0.035 0.000
H -4.0881 1.1010 -1.1360 0.001 -0.031 -0.005 0.000
H -3.9071 1.8751 -2.6982 -0.019 0.033 0.019 0.000
H -3.3212 3.4551 -1.0585 0.052 0.035 -0.003 0.000
H -1.8132 3.0473 -1.8732 0.038 -0.133 -0.030 0.000
S -1.5281 -0.8401 5.3694 -0.016 -0.008 0.038 0.871
Sb -2.2346 0.9391 4.0368 0.104 0.027 -0.065 0.008
S 0.0982 0.9955 3.2288 -0.134 0.072 -0.061 0.112
S -2.2045 -0.4017 1.8400 -0.283 -0.316 0.056 0.023
```
Positions in Å, forces in eV/Å.

The energy above the lowest of the compared OMol25 structures with the same formula, charge and spin is 183.2 kJ/mol. The charge is +3. Its HOMO-LUMO gap (spin up / spin down) is 6.77 / 6.38 eV. The total energy is -2282.58630 Ha. As for the expectation value of S²: 0.760. As for the multiplicity: 2.

# 3
C9H24NO14S3V as an isolated structure. Source: the OMol25 dataset; level of theory: ωB97M-V with the def2-TZVPD basis set.

The geometry in XYZ format:
```
52
Properties=species:S:1:pos:R:3:forces:R:3:lowdin_charge:R:1
O 28.2690 -15.4491 25.5168 0.123 0.359 -1.116 -0.270
V 29.6302 -14.7795 25.1228 0.721 0.395 2.733 1.011
O 29.3967 -13.4966 24.2317 -0.481 -1.253 0.184 -0.297
N 30.4685 -13.6087 27.7454 0.534 0.168 -0.103 -0.553
O 30.2247 -12.6226 27.0634 -0.310 0.153 0.116 0.019
O 31.2135 -13.5720 28.7252 -0.168 -0.131 0.177 0.009
O 29.9915 -14.7449 27.3813 -0.117 0.157 -1.245 -0.104
O 28.4939 -8.8190 31.2010 -0.013 0.014 0.577 -0.277
S 29.7474 -9.1206 30.5856 0.120 -0.385 -0.947 0.561
O 30.2548 -8.2446 29.5790 0.197 -0.032 0.110 -0.272
O 30.9171 -9.2736 31.6554 -0.121 0.235 0.199 -0.250
C 30.5650 -9.5678 33.0160 -0.562 -0.739 0.601 -0.276
C 30.2552 -8.3487 33.8561 0.431 0.000 0.340 -0.070
C 29.6572 -10.7691 29.9149 0.038 1.404 -0.251 -0.114
H 31.3711 -10.1760 33.4285 0.344 0.387 -0.144 0.122
H 29.7154 -10.2590 33.0759 -0.140 0.246 -0.485 0.113
H 29.7614 -8.6934 34.7672 -0.125 0.069 -0.055 0.082
H 29.6102 -7.6406 33.3431 -0.086 -0.107 -0.053 0.076
H 31.1608 -7.8376 34.1870 0.029 0.070 -0.228 0.077
H 29.3062 -11.4123 30.7118 0.081 -0.384 -0.212 0.073
H 30.6199 -10.9795 29.4609 0.099 -0.418 0.343 0.058
H 28.9594 -10.6312 29.0894 -0.280 -0.397 0.164 0.077
O 30.9658 -16.5414 25.4863 -0.503 0.957 -1.163 -0.325
S 31.7089 -17.5043 26.2431 0.521 -0.598 0.737 0.587
O 31.1673 -18.8070 26.3923 -0.437 -0.317 0.200 -0.228
O 33.0898 -17.6317 25.5318 0.042 0.525 -0.173 -0.253
C 34.0911 -18.5788 26.0385 -0.329 0.213 -0.336 -0.215
C 35.4016 -17.8363 26.1631 0.421 -0.712 -0.100 -0.054
C 32.1492 -16.8286 27.8012 0.670 -0.034 -0.142 -0.093
H 34.0695 -19.3688 25.2923 0.347 -0.147 0.138 0.129
H 33.7755 -18.9996 26.9919 -0.156 0.056 -0.038 0.109
H 35.9311 -17.7690 25.2133 -0.284 0.318 -0.130 0.083
H 36.0742 -18.4304 26.7882 -0.109 0.132 0.198 0.085
H 35.2538 -16.8507 26.5952 0.035 0.014 0.006 0.067
H 32.7496 -15.9394 27.6181 -0.264 0.165 -0.040 0.060
H 32.8204 -17.5739 28.2262 -0.227 -0.049 0.304 0.073
H 31.2895 -16.6193 28.4246 -0.137 -0.053 -0.090 0.082
O 31.8581 -13.7558 25.2490 -0.865 -0.564 -0.538 -0.306
S 33.2370 -13.5818 25.5323 0.570 0.772 0.666 0.590
O 34.0097 -14.7110 25.9443 0.250 -0.145 0.031 -0.266
O 33.8445 -12.9383 24.2344 -0.093 -0.141 -0.147 -0.222
C 35.2717 -12.7691 24.1620 0.886 0.292 -0.285 -0.254
C 35.7935 -13.1020 22.7713 -0.162 -0.234 -0.148 -0.053
C 33.3961 -12.2800 26.7159 0.071 -0.083 -0.567 -0.084
H 35.7780 -13.3727 24.9141 -0.282 -0.179 0.029 0.112
H 35.5287 -11.7258 24.3576 -0.386 0.018 0.266 0.124
H 35.1015 -13.7181 22.1978 -0.102 -0.074 0.211 0.085
H 36.7203 -13.6656 22.8653 0.097 0.131 -0.128 0.079
H 35.9611 -12.2003 22.1870 0.101 -0.004 0.001 0.077
H 32.9398 -11.3895 26.2903 -0.194 -0.060 0.028 0.092
H 34.4621 -12.1012 26.8395 -0.006 -0.106 0.352 0.076
H 32.8643 -12.6042 27.6090 0.211 0.095 0.156 0.053
```
Positions in Å, forces in eV/Å.

The energy above the lowest of the compared OMol25 structures with the same formula, charge and spin is 0.0 kJ/mol. Its HOMO-LUMO gap is 8.74 eV. The total energy is -3603.85257 Ha.

# 4
One molecule with the formula C9H24O2Si3. Source: the OMol25 dataset; level of theory: ωB97M-V with the def2-TZVPD basis set.

The geometry in XYZ format:
```
38
Properties=species:S:1:pos:R:3:forces:R:3:lowdin_charge:R:1
O -0.3570 -0.6548 0.7251 -1.425 2.295 -1.183 -0.277
O 0.1451 1.7744 -0.7485 -0.004 -0.516 0.864 -0.253
C -1.2273 -0.6481 -2.2861 0.186 -2.023 -2.811 -0.101
C -1.8328 0.3571 -1.7363 0.485 0.769 1.870 -0.180
C -2.1726 1.9910 0.6052 0.737 -1.260 2.271 -0.138
C 0.1485 -3.3500 -0.2284 -2.510 -1.088 -0.942 -0.160
C -2.6571 -2.5606 0.5258 0.187 0.386 -0.601 -0.163
C -0.5227 -2.6577 2.7604 0.540 1.205 -0.404 -0.161
C 2.3115 3.7181 -1.2110 -3.337 -0.199 -1.784 -0.150
C 1.9643 2.0432 1.4189 2.018 -0.688 -0.473 -0.155
C 2.8069 0.8914 -1.1924 -1.187 -0.649 1.737 -0.155
Si -1.0106 0.7299 -0.1238 0.801 0.679 -1.191 0.378
Si -0.8515 -2.2410 0.9685 0.133 -0.258 -1.130 0.397
Si 1.6906 2.1657 -0.4029 0.774 -0.778 -0.371 0.327
H -1.5985 -1.2867 -3.0992 0.045 0.649 -0.321 0.068
H -0.1839 -0.8524 -2.0915 0.033 -0.653 1.002 0.052
H -2.5934 1.0333 -2.0726 -1.095 -0.698 -0.259 0.072
H -1.8276 2.0427 1.6624 -0.626 0.575 -0.305 0.043
H -2.0843 2.9434 0.1255 0.446 0.421 -0.351 0.034
H -3.2088 1.7114 0.5817 -0.526 -0.355 0.185 0.024
H 1.1545 -3.1976 -0.1318 2.859 0.883 0.186 -0.022
H -0.1111 -3.2083 -1.3126 0.115 0.264 0.974 0.040
H 0.1048 -4.4621 -0.1307 -0.574 0.695 0.448 0.045
H -3.0377 -2.1814 -0.4382 0.469 0.264 0.379 0.033
H -3.3714 -2.2926 1.2859 -0.276 0.130 0.406 0.021
H -2.7072 -3.6253 0.3739 -0.073 -0.744 0.240 0.022
H -1.4523 -2.4094 3.2914 0.473 -0.231 0.271 0.032
H 0.3566 -2.0553 3.1380 -1.055 -0.663 -0.260 0.055
H -0.2787 -3.7081 2.7910 -0.078 -0.398 0.411 0.020
H 3.1989 4.0644 -0.8211 2.043 0.824 0.713 0.001
H 2.3840 3.4459 -2.2744 0.694 -0.209 0.204 0.041
H 1.5777 4.5276 -1.3518 0.189 0.052 0.833 0.040
H 1.3468 2.6732 1.9757 -0.965 1.175 1.047 0.004
H 3.0424 2.3162 1.6005 -0.974 -0.228 0.065 0.058
H 1.8136 1.0162 1.7678 0.036 0.071 -0.107 0.034
H 2.4994 -0.1247 -0.8775 0.404 0.369 0.005 0.041
H 2.7603 0.9268 -2.2368 0.092 0.147 -1.664 0.009
H 3.7806 1.1444 -0.8303 0.949 -0.214 0.048 0.025
```
Positions in Å, forces in eV/Å.

The energy above the lowest of the compared OMol25 structures with the same formula, charge and spin is 192.9 kJ/mol. Its HOMO-LUMO gap is 9.67 eV. The total energy is -1376.45255 Ha.

# 5
C9H24O3P2Pt as an isolated structure. Source: the OMol25 dataset; level of theory: ωB97M-V with the def2-TZVPD basis set.

The geometry in XYZ format:
```
39
Properties=species:S:1:pos:R:3:forces:R:3:lowdin_spin:R:1
Pt 0.4978 0.2261 -0.8573 -1.796 -2.495 1.101 0.302
H -0.7680 -1.9483 0.8274 0.388 1.760 0.771 0.229
H -2.4002 0.8665 3.4482 0.868 0.227 -0.023 0.000
P -0.0954 -2.1960 -0.4565 -0.890 -0.526 1.675 0.341
P 0.1101 2.3745 -0.8096 0.381 -1.087 -0.025 0.147
C 1.4228 3.2266 0.0997 -0.377 0.470 -0.236 0.023
H 1.3773 4.2910 -0.1312 0.232 0.163 0.188 0.004
H 1.2702 3.0578 1.1696 0.063 0.019 -0.143 0.002
H 2.3766 2.7993 -0.2125 -0.074 0.111 0.047 0.007
C 0.1851 2.8509 -2.5566 -0.204 0.710 0.436 0.039
H -0.5882 2.2867 -3.0833 0.168 0.125 0.044 0.005
H 0.0234 3.9241 -2.6334 0.003 0.238 -0.413 0.004
H 1.1726 2.5647 -2.9293 -0.237 0.065 0.042 0.013
C -1.4600 2.9104 -0.0972 -0.447 0.692 -0.133 0.027
H -1.4749 2.7335 0.9902 0.136 -0.005 -0.456 0.001
H -1.6116 3.9866 -0.2924 -0.136 -0.288 0.156 0.007
H -2.2760 2.3323 -0.5608 0.357 0.240 0.170 0.001
C 0.2692 -2.6394 -2.1838 0.334 -0.516 -1.426 0.189
H 0.0885 -3.7111 -2.3051 -0.040 -0.092 0.070 0.015
H -0.3505 -2.0945 -2.9013 0.078 -0.015 0.278 0.009
H 1.3176 -2.4472 -2.4274 -0.178 0.164 0.131 0.021
C 1.2303 -3.0837 0.4328 -0.177 -0.154 -0.253 0.021
H 1.2398 -2.7935 1.4859 0.011 -0.044 -0.196 0.003
H 1.0225 -4.1467 0.3363 0.235 -0.219 0.110 -0.001
H 2.1877 -2.8488 -0.0250 0.140 -0.028 -0.003 0.009
C -1.6539 -3.3190 -0.2493 0.164 -0.078 -0.184 0.099
H -2.4551 -2.8500 -0.8416 0.181 -0.330 0.089 0.008
H -1.4461 -4.3529 -0.5528 -0.213 0.194 -0.178 0.006
H -1.9534 -3.2967 0.8233 0.153 -0.182 -0.867 0.009
C 1.7358 0.1121 0.6049 1.376 0.637 -0.338 0.261
O 2.4376 0.0734 1.5225 -0.482 -0.180 -0.061 0.136
H -0.9340 -0.0020 -1.6935 0.875 0.666 -0.410 0.048
C 0.0858 2.9097 4.2947 0.682 0.056 0.688 0.000
O -1.2126 2.3602 4.1315 -0.705 -1.039 -0.520 0.001
C -1.3309 1.2009 3.4535 2.860 -1.534 -1.545 0.003
O -0.3787 0.5926 2.8976 -3.515 2.082 2.000 0.009
H 0.8691 2.2449 3.9087 -0.329 0.158 0.073 0.000
H 0.2185 3.0615 5.3843 0.041 -0.004 -0.656 0.000
H 0.1069 3.8691 3.7833 0.075 0.038 -0.005 0.000
```
Positions in Å, forces in eV/Å.

The energy above the lowest of the compared OMol25 structures with the same formula, charge and spin is 0.0 kJ/mol. Its HOMO-LUMO gap (spin up / spin down) is 4.66 / 7.19 eV. The total energy is -1384.88468 Ha. As for the expectation value of S²: 2.015. As for the multiplicity: 3.

> Which of these has the highest energy above the lowest of the compared OMol25 structures with the same formula, charge and spin?

C9H24O2Si3

> The highest energy above the lowest of the compared OMol25 structures with the same formula, charge and spin belongs to which entry?

C9H24O2Si3

> Among the records above, which one has the highest energy above the lowest of the compared OMol25 structures with the same formula, charge and spin?

C9H24O2Si3